Here is C31H22N5O6Ti as an isolated structure from the Open Molecules 2025 dataset. Energies are from wB97M-V/def2-TZVPD.

Each line ends with the Mulliken spin population.
Atoms and positions in Å:
1 C -3.87559 -2.01472 0.67808  -0.002
2 H 1.87171 2.52679 -1.10693  -0.002
3 C 3.07870 -1.96620 -0.12152  0.022
4 N 0.76207 0.95009 -1.84446  -0.005
5 O 2.62026 2.41152 1.75935  0.000
6 C -2.90316 2.20316 0.67885  0.017
7 C -4.68784 -2.68158 -0.22759  -0.001
8 C 2.26908 1.11240 -4.15083  0.010
9 C -2.44319 2.34605 -2.06289  0.000
10 C 2.08164 1.46715 1.23248  0.002
11 C 1.26507 0.16730 -4.04046  -0.005
12 C -2.70671 -1.39013 0.24484  0.014
13 C 2.87573 0.26769 0.77194  -0.009
14 H -0.69453 3.49322 -1.55449  0.004
15 N 5.30222 -2.92149 -0.57145  0.000
16 H 0.04539 1.08132 6.21957  0.000
17 H -3.07799 2.13187 1.74507  0.001
18 H -1.10225 3.36949 0.88738  0.003
19 C -2.02974 -0.49238 2.38224  0.006
20 H -5.59102 -3.15989 0.12911  0.000
21 C 1.34451 0.03225 4.86765  0.000
22 C 0.53020 0.12315 -2.86737  0.052
23 N -1.17848 -0.78003 -1.47858  -0.006
24 O -3.13576 -0.42800 2.90249  -0.001
25 N -1.76510 -0.73805 1.06724  0.006
26 H 1.02552 -0.53585 -4.82469  0.000
27 O 4.74164 -3.90994 -0.99708  0.000
28 C 4.45215 -1.80629 -0.09487  0.001
29 C 2.29246 -0.91163 0.31955  0.036
30 C -0.60452 -0.86494 -2.70164  -0.010
31 H -4.64179 1.05830 0.17413  -0.001
32 H 4.69650 1.30485 1.15823  0.000
33 C 4.26387 0.38373 0.79356  -0.001
34 H 2.64129 -2.88852 -0.47200  0.001
35 C -1.55119 2.94811 -1.17878  -0.005
36 O 6.50585 -2.77938 -0.49636  0.000
37 C -1.77777 2.87798 0.19815  0.012
38 C -2.36230 -1.46671 -1.12171  0.004
39 C -3.55821 1.67809 -1.57561  0.003
40 H 1.21864 -1.09705 0.32319  -0.035
41 C -0.81290 -0.27069 3.25076  -0.007
42 H 3.26856 2.74239 -3.14246  0.000
43 H -2.26021 2.39063 -3.12879  -0.001
44 H 2.23251 0.12494 5.47670  0.000
45 Ti -0.49891 0.47722 -0.02980  0.852
46 H 2.33719 -1.04776 3.29604  0.000
47 H -1.95392 0.75946 4.73301  0.000
48 C -3.19065 -2.12968 -2.02219  -0.009
49 H -2.90790 -2.18056 -3.06046  0.001
50 C -0.97477 0.39394 4.45958  0.000
51 C 1.40228 -0.62336 3.64667  0.002
52 C 0.12983 0.55733 5.27645  0.000
53 H 2.86717 1.17352 -5.05025  0.001
54 O -0.88691 -1.58912 -3.64209  0.006
55 H -4.23959 1.19147 -2.26068  0.000
56 N 0.35341 -0.76853 2.84268  0.003
57 C -3.79066 1.60648 -0.20618  0.002
58 C 1.72527 1.86996 -1.95529  0.033
59 H -4.99546 -3.24888 -2.27520  0.000
60 C 5.06870 -0.65396 0.35698  0.001
61 H -4.15278 -1.96351 1.71755  0.001
62 C -4.35590 -2.73329 -1.57095  0.003
63 C 2.49983 1.98459 -3.09478  -0.005
64 H 6.14543 -0.58311 0.36187  0.000
65 O 0.79303 1.41878 0.97705  0.007

Properties
E_tot (eV): -75356.433
Relative energy (zero: lowest compared OMol25 entry of this formula, charge and spin) (eV): 0.875
Multiplicity: 2
HOMO-LUMO gap (alpha / beta) (hartree): 0.248 / 0.249

Here is a 2-piece molecular cluster, C2H6N2OS overall from the Open Molecules 2025 dataset. Energies are from wB97M-V/def2-TZVPD.

Each line ends with the Mulliken spin population.
Atoms and positions in Å:
1 N 1.28642 -0.66981 -0.77512  0.000
2 S -3.28507 -0.33348 0.43228  1.225
3 H 0.58354 1.38406 1.32173  -0.005
4 H 0.77700 -1.38007 1.01628  -0.001
5 H 0.56407 -2.41577 -0.59833  -0.001
6 C -2.10244 0.52717 -0.22622  0.641
7 H -2.12616 1.64505 -0.22105  0.066
8 C 0.88490 -1.58696 -0.03740  0.004
9 O 1.34165 0.88297 1.07702  0.009
10 H 1.88403 1.11161 -0.98679  -0.001
11 H -1.11589 0.22624 -0.64003  0.056
12 N 1.30795 0.60898 -0.36237  0.007

Properties
E_tot (eV): -18027.754
Relative energy (zero: lowest compared OMol25 entry of this formula, charge and spin) (eV): 1.657
Multiplicity: 3
HOMO-LUMO gap (alpha / beta) (hartree): 0.292 / 0.253

Here is C34H42F6LiN5O4P2Te as an isolated structure from the Open Molecules 2025 dataset. Energies are from wB97M-V/def2-TZVPD.

Each line ends with the Mulliken spin population.
Atoms and positions in Å:
1 C -1.68138 -5.12627 -2.11634  0.005
2 N 2.93667 1.79941 -0.56286  -0.001
3 H -2.89252 -4.21742 7.15325  -0.001
4 C -2.93929 -2.84079 4.06963  -0.015
5 C -1.83784 -2.99075 -0.72325  0.056
6 C 1.60593 3.42947 -2.72351  0.000
7 H 0.92605 -1.34657 0.01987  -0.001
8 H 1.26114 -2.67036 -2.92696  0.000
9 C -0.46255 5.11333 0.48848  0.009
10 H 4.50236 3.84766 1.48921  -0.001
11 C -1.99337 -6.47166 -2.28614  0.002
12 H 0.68934 4.85524 -4.08665  0.000
13 H 1.24340 4.02224 3.78864  -0.001
14 C 5.13490 2.53309 -0.16172  0.001
15 C -1.51485 -1.57571 5.53019  -0.010
16 F -4.07675 2.14546 -2.20068  0.000
17 C 2.37420 -2.62511 -1.06234  0.000
18 H -0.05633 0.77896 -3.50373  0.000
19 O 0.43150 1.40467 -0.38039  -0.001
20 H -3.83263 -6.95726 0.51774  0.000
21 H 1.79162 6.21140 2.79441  0.001
22 C -2.75425 -7.13304 -1.33475  -0.001
23 H 3.61562 -0.75840 -2.69211  0.000
24 H -3.40050 -2.95466 3.10078  0.003
25 H 2.97552 -3.07799 -3.13453  0.000
26 H -1.62776 -2.40227 -1.60834  -0.014
27 C -2.67052 -3.53640 6.34048  -0.011
28 C 4.14953 3.48267 0.52494  0.000
29 H 0.15461 2.02049 3.81673  -0.004
30 C 1.88995 -1.28122 -0.48351  -0.002
31 C -3.26687 -3.71027 5.09778  0.012
32 F -1.80315 -0.15075 -2.21957  -0.003
33 P 1.57859 1.21621 -1.29622  -0.001
34 H 3.41363 -2.80318 -0.78183  0.000
35 N 1.77435 -0.39112 -1.66301  0.000
36 C 4.25744 1.82511 -1.19658  0.000
37 F -1.79759 2.10492 -2.06136  0.000
38 C 1.09437 3.84288 -4.09592  0.000
39 C -2.92188 -5.10419 -0.05161  -0.003
40 H 1.78256 -3.46578 -0.69871  0.000
41 H 4.23592 2.38248 -2.14005  0.000
42 H -0.78054 0.04946 5.00809  -0.001
43 P -2.95460 1.01347 -2.24071  -0.004
44 H 0.71380 6.87337 0.64187  0.001
45 H -1.35267 -2.30757 7.52292  0.000
46 F -4.08629 -0.13294 -2.37450  0.000
47 N 1.60494 1.94229 -2.78188  0.000
48 C -3.40337 -4.26997 1.10916  0.009
49 H -0.87378 2.98515 -3.84736  0.000
50 H -1.65047 -6.99608 -3.16926  0.000
51 H 5.51036 1.80832 0.56641  0.000
52 H -4.34047 -4.62118 1.53481  0.001
53 F -2.82176 1.10397 -3.84635  0.000
54 H 1.98166 3.18743 0.72769  0.013
55 C -1.66765 -0.94653 3.05302  -0.058
56 Te -3.55732 -2.28986 0.30226  0.398
57 H 2.60831 -0.88624 0.24338  0.000
58 C 0.76997 4.33310 2.86028  0.000
59 C 2.53780 -0.96196 -2.76700  0.000
60 H 4.61682 0.81817 -1.41998  0.000
61 H -0.95916 5.41261 -0.42868  0.000
62 C -0.36244 2.18416 2.86663  0.055
63 C -2.13265 -4.44301 -0.99775  -0.043
64 H 5.98894 3.03356 -0.61912  0.000
65 C 0.46042 5.92001 1.09503  0.004
66 H 3.94316 4.34154 -0.11966  0.000
67 H -1.02907 -2.87262 0.00244  -0.008
68 H 1.90481 3.79604 -4.82958  0.000
69 H 0.93596 3.79897 -1.93973  0.001
70 N -1.11224 1.22074 2.41436  0.023
71 O -1.65535 -1.48849 1.89469  0.232
72 H -3.96814 -4.51874 4.92987  0.000
73 H 2.60915 3.80826 -2.51687  0.000
74 H 1.26919 1.01396 -4.65440  0.000
75 F -3.02910 0.85001 -0.58634  -0.003
76 H -0.20254 2.69143 -5.45571  0.000
77 Li -1.37994 1.30407 0.18584  0.008
78 N -1.31426 0.27799 3.36600  0.265
79 H -1.09572 -4.60495 -2.86488  0.000
80 H 2.97345 1.98515 1.55128  0.001
81 H -2.99394 -8.18118 -1.46357  0.000
82 C 1.08751 5.54758 2.30924  0.027
83 O -1.72744 3.12062 0.51848  0.047
84 C 0.04133 2.77451 -4.39690  0.000
85 H -2.64869 -4.23143 1.89839  0.003
86 C -0.84430 3.83836 1.04305  0.024
87 C -1.80697 -2.47648 6.55394  0.005
88 C -3.22137 -6.44673 -0.21819  0.001
89 H 2.18654 -0.58163 -3.72326  0.000
90 C -0.14756 3.45201 2.25289  0.026
91 C 2.27418 -2.44981 -2.58351  0.000
92 C -2.04630 -1.78818 4.24131  -0.029
93 C 0.68250 1.49399 -3.86532  0.000
94 C 2.90269 2.61954 0.65885  -0.014
95 O -0.72658 -0.52882 5.81886  -0.001

Properties
E_tot (eV): -93973.118
Relative energy (zero: lowest compared OMol25 entry of this formula, charge and spin) (eV): 0.363
Net charge: -1
Multiplicity: 2
HOMO-LUMO gap (alpha / beta) (hartree): 0.244 / 0.157

Here is one molecule with the formula C6H11N3 from the Open Molecules 2025 dataset. Energies are from wB97M-V/def2-TZVPD.

Each line ends with the natural charge from an NBO analysis.
Atoms and positions in Å:
1 C 0.22552 -0.52392 -1.53297  0.268
2 H -2.36910 2.15068 -1.31394  0.225
3 H -0.79258 -0.70821 -1.89470  0.174
4 H 2.71137 -0.83902 1.44688  0.185
5 C -1.52480 1.72982 0.73401  -0.422
6 H 0.20689 2.28038 -0.68928  0.211
7 H -1.65484 2.75207 1.10848  0.224
8 C -0.42501 1.45773 -0.30838  -0.053
9 H 2.04264 -0.35629 -1.63736  0.336
10 H 1.01044 -2.84262 0.43102  0.244
11 H -2.28034 0.38109 -0.83999  0.214
12 C 0.87687 -2.09172 1.20269  -0.706
13 H -1.68308 0.91231 1.44366  0.219
14 N 0.25848 0.17028 -0.30608  -0.365
15 C 1.71038 -0.83345 1.04684  0.141
16 H 1.14979 -2.52731 2.20320  0.224
17 H -0.19371 -1.86646 1.28121  0.234
18 N 1.40074 0.24035 0.46208  -0.273
19 N 1.24587 -0.88314 -2.15984  -0.649
20 C -1.91554 1.39744 -0.67754  -0.429

Properties
E_tot (eV): -10867.655
Relative energy (zero: lowest compared OMol25 entry of this formula, charge and spin) (eV): 3.163
Multiplicity: 1
HOMO-LUMO gap (hartree): 0.349

Here is an isolated ion of composition C6H15N4 and charge +1 from the Open Molecules 2025 dataset. Energies are from wB97M-V/def2-TZVPD.

Each line ends with the natural charge from an NBO analysis.
Atoms and positions in Å:
1 C 1.46938 -0.62763 0.89141  -0.209
2 C -1.28554 -0.71195 2.69227  -0.002
3 N -1.11831 -0.19160 -1.51663  -0.692
4 H 1.42299 0.13952 1.59650  0.237
5 H 2.45953 -0.99543 0.88932  0.225
6 H 2.87408 -0.56394 -1.46926  0.232
7 C 2.26217 0.30191 -1.27055  -0.407
8 H 0.02010 -2.20830 0.35027  0.213
9 H -2.11378 -0.10346 2.99669  0.191
10 H -1.44495 0.03960 -2.48414  0.390
11 H 2.85597 1.06044 -0.79512  0.239
12 H -2.20560 2.29818 -1.88667  0.216
13 C 0.24703 1.14063 -0.15368  0.327
14 N -0.87393 -0.84368 1.51576  -0.465
15 H 0.78065 -2.30541 2.18832  0.228
16 H -1.49346 3.04623 -0.52127  0.255
17 H -2.72747 1.65633 -0.33962  0.222
18 N 1.06992 -0.10862 -0.45616  -0.507
19 H 0.48740 -0.59658 -1.20447  0.475
20 H -1.90980 -0.63906 -0.99142  0.409
21 C 0.32108 -1.70153 1.32903  -0.256
22 H 1.85926 0.73712 -2.17100  0.220
23 C -1.89339 2.07144 -0.92450  -0.415
24 H -0.73639 -1.17797 3.53364  0.153
25 N -0.77351 1.06945 -0.97328  -0.278

Properties
E_tot (eV): -12414.960
Relative energy (zero: lowest compared OMol25 entry of this formula, charge and spin) (eV): 4.209
Net charge: +1
Multiplicity: 1
HOMO-LUMO gap (hartree): 0.393

Here is one molecule with the formula C5H9N from the Open Molecules 2025 dataset. Energies are from wB97M-V/def2-TZVPD.

Each line ends with the natural charge from an NBO analysis.
Atoms and positions in Å:
1 C 0.83559 -1.38846 0.27049  -0.605
2 C -0.58372 0.47163 1.25686  -0.493
3 H 1.43880 0.66569 0.60584  0.232
4 C 0.19412 0.59668 -1.12020  -0.476
5 H 1.64463 -1.65763 -0.41795  0.211
6 H -0.53072 1.52374 1.56708  0.240
7 C 0.55758 0.11779 0.23976  -0.288
8 H -1.60170 0.29516 -1.64939  0.479
9 N -1.89096 0.38539 -0.67975  -0.585
10 H 0.30082 1.66830 -1.30289  0.197
11 H 1.12111 -1.72245 1.27479  0.209
12 C -1.89522 0.32902 0.53926  0.244
13 H 0.55607 -0.01014 -1.95461  0.199
14 H -0.06162 -1.94614 -0.02693  0.208
15 H -0.53093 -0.13546 2.16660  0.231

Properties
E_tot (eV): -6816.691
Relative energy (zero: lowest compared OMol25 entry of this formula, charge and spin) (eV): 4.303
Multiplicity: 1
HOMO-LUMO gap (alpha / beta) (hartree): 0.305 / 0.305